A 2-piece molecular cluster, CH5BrSi overall in a non-equilibrium geometry, computed with ωB97M-V/def2-TZVPD.

maximum force: 4.0 eV Å⁻¹
energy above the lowest of the compared OMol25 structures with the same formula, charge and spin: 2.0891 eV
E_HOMO: -9.63 eV
calculated total energy: -79036.873 eV

Positions of all 8 atoms, in Å:
Br  -0.599  -2.647  -1.191
Si  -0.782  -0.840  0.077
C  0.450  0.383  -0.587
H  -2.142  -0.515  -0.235
H  1.326  0.425  0.097
H  0.803  -0.235  -1.476
H  0.235  1.409  -0.901
H  0.551  -1.554  1.504

---

An isolated molecule of CH5BrSi in a non-equilibrium geometry, computed with ωB97M-V/def2-TZVPD.

maximum force: 3.1 eV Å⁻¹
energy above the lowest of the compared OMol25 structures with the same formula, charge and spin: 0.1759 eV
E_HOMO: -10.52 eV
SMILES string: C[SiH2]Br
calculated total energy: -79038.786 eV

Positions of all 8 atoms, in Å:
Br  2.262  -1.074  0.783
Si  0.104  -0.843  0.259
C  -0.337  0.901  -0.211
H  -0.841  -1.105  1.365
H  -1.251  0.904  -0.851
H  0.435  1.090  -1.017
H  -0.439  1.848  0.468
H  0.067  -1.722  -0.795

---

A 2-piece molecular cluster, CH5Cl2PSi overall in a non-equilibrium geometry, computed with ωB97M-V/def2-TZVPD.

maximum force: 2.2 eV Å⁻¹
energy above the lowest of the compared OMol25 structures with the same formula, charge and spin: 2.8603 eV
E_HOMO (alpha / beta): -8.83 / -8.06 eV
calculated total energy: -43329.147 eV

Positions of all 10 atoms, in Å:
Cl  1.474  1.720  0.766
Cl  1.470  -1.403  1.748
P  1.704  -0.875  -1.682
Si  0.839  -0.160  0.271
C  -2.157  0.160  0.724
H  -2.157  1.186  1.021
H  2.739  0.060  -1.639
H  -2.270  -0.587  1.481
H  0.913  -0.030  -2.446
H  -2.555  -0.071  -0.245

---

A 2-piece molecular cluster, CH5Cl2PSi overall in a non-equilibrium geometry, computed with ωB97M-V/def2-TZVPD.

maximum force: 5.3 eV Å⁻¹
energy above the lowest of the compared OMol25 structures with the same formula, charge and spin: 1.7972 eV
E_HOMO: -8.53 eV
SMILES string: P=[Si](Cl)Cl.C
calculated total energy: -43330.210 eV

Positions of all 10 atoms, in Å:
Cl  -2.996  -1.938  -0.967
Cl  -3.584  1.062  0.679
P  -1.162  0.798  -2.064
Si  -2.603  -0.014  -0.789
C  2.376  -0.388  1.099
H  3.289  -0.780  1.578
H  2.004  -1.311  0.605
H  2.698  0.274  0.290
H  1.662  0.069  1.631
H  -1.683  2.227  -2.063

---

CH5Cl3Si2 as an isolated structure in a non-equilibrium geometry, computed with ωB97M-V/def2-TZVPD.

maximum force: 1.2 eV Å⁻¹
energy above the lowest of the compared OMol25 structures with the same formula, charge and spin: 6.3052 eV
E_HOMO: -8.55 eV
calculated total energy: -54438.590 eV

Positions of all 11 atoms, in Å:
Cl  0.088  1.645  -0.560
Cl  -0.594  0.548  -3.488
Cl  -1.592  -1.917  1.399
Si  0.351  -1.588  0.964
Si  0.858  0.678  1.132
C  -1.265  1.656  -2.420
H  0.576  -2.132  -0.379
H  1.131  -2.400  1.899
H  2.290  0.967  1.104
H  -2.115  1.148  -1.917
H  0.272  1.395  2.265

---

CH5ClCuO4 as an isolated structure in a non-equilibrium geometry, computed with ωB97M-V/def2-TZVPD.

maximum force: 3.0 eV Å⁻¹
energy above the lowest of the compared OMol25 structures with the same formula, charge and spin: 0.5855 eV
E_HOMO (alpha / beta): -11.14 / -11.19 eV
spin multiplicity: 2
calculated total energy: -66458.765 eV

Positions of all 12 atoms, in Å:
Cu  1.751  0.082  0.102
Cl  0.505  1.579  1.733
O  0.928  1.831  0.329
O  1.343  2.259  2.689
O  -0.871  1.938  1.945
O  0.719  0.115  1.756
C  -1.249  -1.291  -1.499
H  1.253  -0.984  -0.816
H  -1.947  -2.100  -1.165
H  -0.481  -1.990  -1.803
H  -0.628  -0.630  -0.737
H  -1.321  -0.810  -2.534

---

A 3-piece molecular cluster, CH5ClN2O overall in a non-equilibrium geometry, computed with ωB97M-V/def2-TZVPD.

maximum force: 4.1 eV Å⁻¹
energy above the lowest of the compared OMol25 structures with the same formula, charge and spin: 1.4143 eV
E_HOMO: -9.38 eV
SMILES string: [H]/N=N/[H].C=O.Cl
calculated total energy: -18665.331 eV

Positions of all 10 atoms, in Å:
Cl  -0.098  -2.916  1.361
O  1.345  0.342  0.920
N  -1.807  0.147  -0.004
N  -1.151  0.632  -0.911
C  1.381  0.859  -0.178
H  -0.955  -0.020  -1.726
H  0.712  -1.997  1.202
H  -1.987  0.764  0.727
H  0.920  1.798  -0.230
H  1.641  0.391  -1.161

---

A 2-piece molecular cluster, CH5ClNOPS overall in a non-equilibrium geometry, computed with ωB97M-V/def2-TZVPD.

maximum force: 5.0 eV Å⁻¹
energy above the lowest of the compared OMol25 structures with the same formula, charge and spin: 3.5335 eV
E_HOMO: -8.87 eV
calculated total energy: -37300.736 eV

Positions of all 11 atoms, in Å:
Cl  -1.785  1.149  -0.970
S  -2.775  -1.969  -0.159
P  -1.515  -0.483  0.121
O  -1.614  -0.102  1.668
N  1.028  -0.219  0.518
C  1.521  0.434  -0.590
H  -0.904  0.515  1.737
H  1.025  -1.190  0.493
H  2.539  0.643  -0.586
H  1.449  -0.251  -1.412
H  1.031  1.474  -0.819